{"formula": "CHINOS", "method": "ωB97M-V/def2-TZVPD", "species": ["C", "N", "O", "S", "I", "H"], "coordinates": [[0.223, 0.371, -0.407], [-0.635, -0.214, 0.335], [0.376, 1.351, -1.083], [1.639, -0.919, -0.217], [-2.411, 0.833, 0.666], [0.808, -1.422, 0.705]], "relative_energy_kcal_mol": 18.65, "spin_multiplicity": 1, "total_energy_ev": -23527.6392, "total_charge": -1}